ORCA calculation (wB97M-V/def2-TZVPD) on one molecule with the formula C5H14N2.

Values from the calculation:
SMILES string: C[C@@H](N)CCCN
HOMO-LUMO gap in eV: 10.19
Relative energy (zero: lowest compared OMol25 entry of this formula, charge and spin) in kJ/mol: 56.3
Net charge: 0

Each atom is followed by the atoms it is bonded to, with distances in Å.
CARTESIAN COORDINATES (ANGSTROEM)
1 C 1.27503 1.65183 0.32792  C2 1.525, H8 1.081, H9 1.092, H10 1.091
2 C 0.14289 0.83687 0.94452  C1 1.525, N3 1.478, C4 1.519, H11 1.089
3 N -0.47402 1.66669 2.00090  C2 1.478, H12 1.013, H13 1.012
4 C -0.89285 0.39150 -0.07373  C2 1.519, C5 1.538, H14 1.096, H15 1.103
5 C -0.38609 -0.44050 -1.26349  C4 1.538, C6 1.523, H16 1.083, H17 1.097
6 C 0.54612 -1.58363 -0.88611  C5 1.523, N7 1.495, H18 1.080, H19 1.084
7 N -0.17229 -2.76478 -0.31770  C6 1.495, H20 1.010, H21 1.009
8 H 0.86353 2.30327 -0.42962  C1 1.081
9 H 1.96928 1.00448 -0.21252  C1 1.092
10 H 1.82657 2.23476 1.06676  C1 1.091
11 H 0.57180 -0.00074 1.49170  C2 1.089
12 H -0.75327 2.54790 1.58754  N3 1.013
13 H -1.30210 1.21148 2.36285  N3 1.012
14 H -1.55927 1.19885 -0.39666  C4 1.096
15 H -1.54880 -0.27837 0.50675  C4 1.103
16 H -1.23323 -0.83034 -1.81465  C5 1.083
17 H 0.18155 0.22584 -1.92439  C5 1.097
18 H 1.26266 -1.32576 -0.11981  C6 1.080
19 H 0.97763 -1.93372 -1.81657  C6 1.084
20 H -1.13402 -2.57078 -0.07670  N7 1.010
21 H -0.16112 -3.54485 -0.95699  N7 1.009